Below is a molecular structure, C39H54BBr3Cl3CsF3LiN6O11 at a distorted geometry, with properties calculated with ωB97M-V/def2-TZVPD.

Each line ends with the Löwdin charge.
CARTESIAN COORDINATES (ANGSTROEM)
O: -4.20 0.09 -5.05  -0.091
C: 1.72 -2.68 -0.11  -0.027
H: -2.67 1.36 6.22  0.090
H: 3.20 0.56 1.34  0.117
F: 4.73 -4.04 0.08  -0.030
O: -4.68 9.65 3.40  -0.243
H: -1.85 1.35 7.80  0.078
H: 1.71 -0.39 3.70  0.080
C: -0.64 -1.68 -4.89  -0.137
O: -0.63 -6.62 -9.28  0.205
C: 3.05 2.11 -2.21  -0.253
F: -0.67 -6.17 -6.93  0.047
O: 2.80 -6.76 -9.52  0.133
H: -2.87 -2.41 -3.38  0.040
H: -2.53 -0.16 7.14  0.086
H: 0.93 2.25 -1.34  0.096
H: -5.24 4.28 0.36  0.091
C: -2.03 0.78 6.89  -0.074
H: -7.30 11.59 3.36  0.054
H: -3.09 2.50 -0.45  0.016
N: 0.44 0.56 -3.59  0.077
Li: -2.28 -5.01 -2.57  0.837
C: -6.50 11.00 3.84  -0.107
H: -4.37 12.05 2.40  0.068
H: -5.91 11.69 4.46  0.067
O: 8.63 -2.48 6.66  0.131
C: -4.69 5.19 0.12  -0.118
Cs: 5.16 -2.24 2.31  1.676
C: -5.01 11.35 1.85  -0.101
H: -3.35 1.13 0.67  0.036
C: 1.64 -6.53 -9.23  -0.400
H: -0.81 -1.79 -7.16  0.137
H: 2.81 3.22 -2.55  0.122
H: -5.20 6.17 1.97  0.106
H: 0.32 1.02 8.64  0.086
H: 7.69 -4.25 8.99  0.189
H: -0.51 0.50 1.80  0.048
C: -3.08 1.41 -0.36  -0.963
H: -3.97 8.25 1.41  0.086
H: 8.00 -6.09 7.53  0.112
H: -4.03 4.47 -1.80  0.088
C: -0.30 -0.09 -4.73  0.017
H: -0.39 -4.86 -2.36  0.048
N: -3.68 -1.79 -3.57  0.081
C: 0.12 -0.48 2.07  -0.048
Br: -6.88 -3.87 -7.36  0.543
C: -3.32 6.47 -1.41  -0.108
C: 0.48 -2.10 -2.70  -0.083
H: -6.36 9.74 2.15  0.102
H: -6.06 -6.22 -7.43  -0.026
H: 9.38 -1.06 8.69  0.110
H: 4.84 2.70 -0.76  0.075
H: 9.58 -5.25 7.71  0.119
C: 0.47 0.80 6.52  -0.537
C: 1.58 0.01 -1.21  -0.047
C: 0.63 -4.78 -1.74  -0.180
C: 0.79 -0.51 -2.59  -0.150
H: 1.69 -4.81 0.96  -0.031
O: 1.40 0.45 5.80  -0.006
B: -0.20 -5.70 -8.22  -1.024
C: -3.02 -1.79 -6.31  -0.104
H: 0.17 2.55 7.71  0.092
C: -1.43 -2.17 -6.24  -0.137
C: 8.50 -2.80 7.83  -0.470
C: -3.98 7.42 0.71  -0.066
H: -4.41 10.88 1.07  0.052
C: -3.30 7.53 -0.50  -0.089
H: -1.36 -3.36 -6.25  0.115
N: 7.87 -4.06 8.00  0.055
Br: -3.98 -5.04 -8.15  0.666
H: 7.91 -1.65 9.51  0.105
N: -0.81 0.47 6.18  0.007
H: 1.70 -3.32 2.11  0.129
H: 2.26 1.97 -0.03  0.105
C: 2.77 -0.53 1.42  -0.233
H: 5.28 2.44 -2.57  0.085
O: 1.65 -5.44 -2.59  -0.141
C: 2.14 -3.73 1.08  -0.172
Cl: -0.19 -5.29 1.46  -0.203
H: 4.99 0.91 -1.49  0.074
C: -3.64 -1.14 -4.93  -0.302
O: 1.62 -7.56 -2.73  0.057
H: -2.78 6.55 -2.35  0.094
F: -0.71 -4.36 -8.49  0.043
H: -3.80 -1.05 -2.84  -0.023
C: 8.56 -5.17 7.31  0.026
H: 0.42 -5.35 -0.73  -0.005
C: 8.83 -1.95 9.02  0.030
O: 4.23 -4.02 2.50  -0.646
H: 1.75 1.77 7.91  0.083
C: 0.95 -3.15 -1.50  0.020
C: 0.48 -7.10 -9.86  -0.399
O: 0.48 -7.90 -10.78  0.136
N: -0.23 -2.70 -3.88  0.073
N: 1.99 -6.63 -2.01  -0.029
O: 1.26 -5.70 -8.25  0.215
C: 3.78 -3.96 1.22  -0.343
C: -4.67 6.25 1.02  -0.080
H: -2.77 8.44 -0.75  0.101
H: -0.88 -0.07 5.32  0.136
C: 1.93 1.64 -1.10  -0.188
H: -5.79 11.94 1.35  0.056
Cl: -4.27 0.73 -1.47  0.588
H: -6.99 10.29 4.51  0.060
H: 3.65 -1.23 1.75  -0.210
H: 6.99 -3.95 7.49  0.188
H: -0.67 0.63 -5.60  0.142
H: -0.48 -1.50 1.94  0.091
C: -4.01 5.30 -1.09  -0.127
H: 9.46 -2.52 9.71  0.100
C: 4.61 2.02 -1.68  -0.155
C: 1.54 -0.44 2.54  -0.121
H: -3.63 -2.75 -6.59  0.050
H: -3.14 -0.99 -7.19  0.146
H: 2.99 1.41 -3.18  0.112
H: 8.57 -4.99 6.23  0.113
C: -5.90 -5.37 -8.11  -1.598
Br: -6.59 -5.89 -9.85  0.564
Cl: -1.46 0.81 -0.71  0.611
C: -5.65 10.29 2.77  -0.730
C: 2.02 -1.04 0.02  -0.048
C: 0.68 1.59 7.78  -0.012

Values from the calculation:
* F_max: 13.89 eV Å⁻¹
* 2S+1: 1
* lowest unoccupied orbital energy: -3.5 eV
* HOMO-LUMO gap: 0.0281 Eh
* HOMO: -4.304 eV

---

Below is 4 unconnected molecules or ions with the total composition C39H54ClF4N3O12 at a distorted geometry, with properties calculated with ωB97M-V/def2-TZVPD.

Each line ends with the Löwdin charge.
CARTESIAN COORDINATES (ANGSTROEM)
C: 8.56 -5.28 2.68  -0.061
H: -1.40 1.03 1.80  0.092
C: -2.50 2.08 -0.21  -0.167
H: -0.57 -4.34 -2.41  0.066
C: -0.72 7.26 -2.77  -0.062
H: -3.39 -2.18 -3.09  0.114
C: -0.49 0.77 -0.77  -0.175
H: -0.99 -5.61 -3.60  0.067
O: -3.92 -2.53 3.05  -0.010
C: -2.49 -4.12 1.04  0.063
H: -6.41 5.22 -0.70  0.098
H: -1.79 2.61 0.43  0.103
O: 6.21 0.98 -0.33  0.180
H: 8.99 -5.02 0.60  0.123
H: -3.32 0.08 0.14  0.102
C: -0.45 -0.66 -0.56  -0.284
O: 9.01 -7.00 1.00  -0.001
H: 5.22 1.71 2.53  0.138
H: 2.79 3.37 2.36  0.078
C: -3.59 -1.14 3.28  -0.142
H: -1.50 -0.99 2.89  0.118
H: -7.79 2.09 -2.49  0.084
H: -1.33 8.17 -2.80  0.085
H: -9.02 1.59 -0.40  0.122
H: 6.41 -8.90 1.59  0.089
H: -0.43 -2.16 -2.58  0.122
C: 1.56 0.93 0.11  -0.120
H: 7.26 -8.34 3.05  0.095
H: 3.33 4.79 1.47  0.087
H: -1.61 3.73 -5.16  0.090
C: -0.85 -4.55 -3.44  -0.096
N: 0.49 1.57 -0.45  0.215
H: -7.91 3.82 -2.19  0.069
H: -1.53 -3.87 0.58  0.066
C: 6.25 1.55 0.71  -0.467
Cl: 2.66 -2.71 1.33  0.825
H: 8.16 -4.27 2.81  0.072
C: -2.90 -3.36 3.36  -0.551
C: 5.61 -1.89 1.39  -0.541
C: 2.57 4.02 1.52  -0.008
C: -2.50 -4.40 2.41  -0.042
O: -2.26 -3.29 4.39  0.122
C: 7.06 -8.13 2.00  0.010
C: 2.66 3.20 0.20  -0.305
H: -9.38 2.89 -2.50  0.083
C: -8.55 2.56 -0.54  -0.234
C: -3.21 1.03 0.65  -0.175
N: 4.99 -0.79 2.03  0.126
C: 1.59 -0.44 0.36  -0.202
H: -9.18 3.29 -0.03  0.114
H: 8.03 -5.95 3.35  0.069
N: 0.55 -1.25 0.01  0.227
F: 3.59 -0.95 3.87  0.168
O: 5.74 -2.97 1.84  0.174
H: -2.86 1.31 2.81  0.118
O: -7.28 2.45 0.11  0.003
F: 6.03 -1.63 0.18  0.188
C: -6.57 3.51 0.55  -0.521
H: -2.23 -5.36 2.83  0.111
H: -1.85 6.37 -1.19  0.123
H: -1.47 2.13 -2.12  0.112
C: -7.00 4.90 0.16  0.017
H: -1.54 -0.88 -2.99  0.124
O: 5.72 -1.24 4.14  0.217
H: -4.47 -0.58 2.95  0.128
C: 5.02 1.95 1.48  -0.019
F: 7.42 1.84 1.26  0.134
C: 4.83 -1.03 3.41  -0.512
H: -2.40 0.63 -1.76  0.100
H: -4.21 1.36 0.94  0.088
H: 4.90 3.02 1.37  0.115
C: 8.43 -5.71 1.23  -0.235
H: 7.40 -5.68 0.88  0.111
C: -1.42 -1.76 -2.35  -0.179
O: -3.82 4.88 -4.56  0.105
H: 1.58 4.43 1.65  0.081
C: -1.52 6.11 -2.20  -0.240
H: -0.05 -4.24 -4.11  0.070
C: -1.47 4.72 -4.73  0.010
H: -8.05 5.00 -0.07  0.069
O: -5.58 3.31 1.20  0.095
C: 2.72 -1.01 1.00  -0.468
O: -1.50 -1.43 -0.95  -0.058
O: 8.86 -9.19 0.90  0.104
H: -2.09 -3.30 -4.77  0.104
H: 9.61 -5.29 2.98  0.084
H: 6.51 -7.19 1.93  0.067
C: 3.82 -0.26 1.35  -0.157
H: 1.79 3.47 -0.39  0.120
O: -2.72 5.88 -2.94  -0.004
H: -0.62 4.66 -4.06  0.066
C: 8.36 -8.15 1.24  -0.532
H: -1.24 5.42 -5.54  0.097
C: -2.54 -2.74 -2.70  -0.172
H: -2.49 -1.39 1.49  0.092
H: -3.19 2.82 -0.60  0.103
H: -0.39 7.06 -3.78  0.068
H: -2.95 -4.48 -3.83  0.100
C: -1.73 1.39 -1.37  -0.100
H: -6.79 5.57 0.99  0.091
C: -8.40 2.86 -2.02  -0.063
H: -3.41 -4.11 0.47  0.070
C: 3.81 1.15 1.08  -0.076
C: 2.70 1.71 0.47  -0.041
H: -2.87 -3.27 -1.81  0.101
H: -3.34 -0.95 4.32  0.125
C: -2.13 -3.75 -3.78  -0.244
H: 0.16 7.46 -2.15  0.082
F: 3.77 3.60 -0.54  -0.011
C: -2.44 0.74 1.97  -0.170
C: -2.43 -0.74 2.36  -0.177
C: -2.76 5.14 -4.07  -0.534
H: -0.94 5.20 -2.11  0.107

Values from the calculation:
* F_max: 2.34 eV Å⁻¹
* 2S+1: 1
* lowest unoccupied orbital energy: -1.1 eV
* HOMO-LUMO gap: 0.2637 Eh
* structure (SMILES): C=CC(=O)OCCCCCCc1nc2c([C@@H](C)F)c(CC(=O)F)c(N(C(=O)F)C(=O)F)c(Cl)c2nc1OCCCC.CCOC(C)=O.CCOC(C)=O.CCOC(C)=O
* HOMO: -8.230 eV

---

Below is 4 unconnected molecules or ions with the total composition C39H56IN2O9P at a distorted geometry, with properties calculated with ωB97M-V/def2-TZVPD.

Each line ends with the Löwdin charge.
CARTESIAN COORDINATES (ANGSTROEM)
H: 0.25 -3.81 4.88  0.120
C: 0.55 2.57 -1.88  -0.841
H: 2.01 1.52 -4.81  0.071
C: 3.87 -0.43 6.28  -0.201
H: -4.95 -0.31 -2.22  0.107
C: 3.92 -1.15 7.62  -0.251
C: -2.20 0.27 -4.10  -0.051
H: 1.56 3.79 7.92  0.068
H: -1.40 2.36 -1.07  0.111
C: 3.85 -0.97 -7.00  -0.114
O: -7.35 4.24 -7.56  -0.189
H: 3.13 -0.79 8.27  0.094
O: 3.90 1.91 -5.48  -0.188
H: 5.87 2.41 -5.51  0.124
H: -3.10 -5.68 2.64  0.092
H: 5.45 1.15 -4.33  0.128
C: 1.24 2.75 7.92  -0.088
H: -7.54 3.15 -5.13  0.127
C: 2.04 1.84 5.70  -0.153
C: 1.98 0.74 3.55  0.004
P: -1.13 -2.88 -0.95  0.763
H: 4.88 -1.00 8.11  0.111
O: 4.95 -0.76 -6.13  -0.190
H: 0.79 -2.52 1.27  0.120
H: 2.16 0.83 7.56  0.082
H: -2.19 -3.33 4.90  0.126
H: -3.27 -0.39 -0.44  0.125
H: 3.19 0.24 -4.45  0.090
H: 3.28 -1.81 -6.62  0.089
C: -2.01 -5.57 2.64  -0.117
H: 3.22 1.76 -3.53  0.068
H: -5.37 3.69 -4.06  0.089
C: -1.64 -0.01 -1.78  -0.260
H: 0.52 -5.42 2.97  0.075
H: -5.68 4.69 -5.51  0.086
C: -0.67 -0.12 -0.66  -0.139
H: -5.35 3.94 -8.05  0.083
H: -1.87 0.43 -5.11  0.110
O: -0.03 -5.88 4.93  -0.192
H: -0.21 0.34 -3.31  0.115
I: 0.05 4.03 -3.37  0.829
H: -0.24 3.16 0.03  0.120
C: 1.47 2.04 1.52  -0.285
H: 0.97 -7.02 3.58  0.093
H: 4.61 -0.92 5.64  0.127
C: 5.25 1.52 -5.34  -0.209
H: -2.53 -5.07 4.95  0.129
H: 0.85 -3.46 -1.43  -0.048
C: 1.67 1.97 2.97  -0.103
C: -7.56 2.87 -7.26  -0.208
C: 3.72 -2.64 7.47  -0.109
H: 1.15 2.45 8.96  0.071
N: -0.07 -3.86 -1.58  -0.310
C: -6.24 4.46 -8.41  -0.110
H: -4.12 3.85 -5.31  0.087
C: -3.53 0.08 -3.78  -0.072
C: -2.99 -0.19 -1.46  -0.068
H: 4.20 -1.21 -8.01  0.087
H: 1.63 3.91 5.67  0.114
H: 3.20 -0.09 -7.04  0.083
C: 5.63 0.46 -6.36  -0.208
H: -8.64 2.70 -7.30  0.125
O: 1.55 1.96 -2.01  0.022
C: 1.73 3.03 5.07  -0.019
O: -1.64 -4.33 3.21  -0.206
H: -1.65 -5.58 1.61  0.083
H: 3.64 -3.12 8.44  0.072
C: 2.19 0.66 4.95  -0.143
H: 3.26 2.17 7.39  0.119
C: -0.08 1.00 -0.13  -0.106
C: 3.04 1.32 -4.51  -0.114
H: -7.09 2.23 -8.02  0.126
H: 0.29 2.68 7.42  0.080
C: 2.24 1.84 7.20  -0.191
C: -0.37 -1.39 -0.17  -0.234
C: 0.53 -1.55 0.90  0.026
H: 4.18 0.60 6.39  0.103
H: -2.05 -2.39 -1.89  0.007
C: -1.26 0.21 -3.08  -0.034
H: 5.43 0.83 -7.37  0.125
H: 2.47 -1.34 5.05  0.106
C: 2.10 -0.42 2.58  -0.257
H: -0.52 -4.47 6.32  0.126
C: 0.88 -5.97 3.84  -0.103
H: 1.29 4.05 3.26  0.123
N: 2.55 -0.51 5.62  0.043
C: -5.20 3.78 -5.14  -0.110
C: -0.46 -4.56 5.24  -0.201
H: -6.04 5.53 -8.41  0.089
C: -3.92 -0.15 -2.48  -0.074
O: -5.65 2.61 -5.80  -0.203
C: -0.38 2.37 -0.69  -0.106
C: -1.80 -4.31 4.61  -0.210
O: 2.97 -1.25 2.67  0.129
H: -1.56 -6.41 3.18  0.082
H: 4.58 -3.08 6.96  0.077
C: 1.10 -0.39 1.44  -0.050
C: 0.81 0.86 0.91  -0.030
H: -4.29 0.12 -4.55  0.102
H: -6.46 4.14 -9.43  0.088
O: 1.80 2.99 0.86  0.140
H: 1.87 -5.61 4.12  0.087
H: -1.92 -3.50 0.05  -0.004
H: -7.33 1.48 -5.67  0.124
H: 2.84 -2.85 6.90  0.054
C: -7.06 2.52 -5.88  -0.206
H: 6.70 0.26 -6.28  0.124
C: 1.54 3.11 3.71  0.003

Values from the calculation:
* F_max: 1.58 eV Å⁻¹
* 2S+1: 1
* lowest unoccupied orbital energy: -0.8 eV
* HOMO-LUMO gap: 0.2825 Eh
* structure (SMILES): CCCNc1c(CC)ccc2c1C(=O)c1cc([PH2]=N)c(-c3ccccc3)c(CC(=O)I)c1C2=O.COCCOC.COCCOC.COCCOC
* HOMO: -8.528 eV

---

Below is a molecular structure, C39H58ClHgN13OS at a distorted geometry, with properties calculated with ωB97M-V/def2-TZVPD.

Each line ends with the Löwdin charge.
CARTESIAN COORDINATES (ANGSTROEM)
C: -1.33 -6.38 -4.03  -0.807
C: -2.66 3.00 -1.69  -0.193
H: -4.69 -4.61 1.01  0.075
H: -4.21 -4.20 -0.62  0.089
H: 0.35 6.68 1.76  0.112
C: 1.12 -1.50 1.99  -0.046
H: 0.63 -4.70 2.10  0.079
C: 5.00 5.74 0.25  -0.711
H: 4.88 5.17 2.31  0.111
C: -0.94 -1.74 3.21  -0.018
C: 3.15 -0.95 3.22  0.011
H: 4.96 -1.21 2.09  0.121
C: 1.85 -3.91 -1.04  -0.054
H: -2.53 -1.46 0.51  0.027
C: 0.99 -0.83 4.33  -0.011
N: -0.73 -2.80 1.04  0.157
H: -1.24 -8.52 -3.87  0.167
H: -1.37 3.52 2.33  0.136
H: 3.93 -2.20 -3.06  0.079
H: 1.42 -6.34 -7.20  0.099
H: 0.21 -5.04 -7.62  0.082
H: 3.85 -1.77 -0.03  0.120
C: 2.20 5.36 0.15  -0.196
C: -1.32 5.58 4.23  -0.055
H: -3.84 -1.66 1.71  0.098
H: -2.09 -4.92 3.97  0.073
H: -4.17 -2.07 -0.06  0.092
H: -3.28 -5.43 0.22  0.089
H: 0.68 1.09 -2.65  0.064
H: 1.43 -0.38 5.24  0.133
H: 3.66 -0.64 4.15  0.133
H: 0.07 -5.77 0.86  0.082
C: -1.49 7.79 2.98  -0.046
H: 2.85 -3.48 -3.78  0.100
C: 1.72 -1.60 -1.62  -0.385
N: -1.45 -4.91 1.97  -0.124
H: 2.35 5.80 -1.98  0.119
N: -2.98 -3.44 0.87  -0.124
H: -1.02 -0.86 5.20  0.125
N: -2.54 4.02 -0.80  0.100
Cl: 6.65 6.04 0.32  0.713
H: 1.41 -3.51 -0.11  0.059
H: -1.71 4.55 4.41  0.079
H: 2.45 1.22 -3.01  0.075
C: 1.79 -0.93 -4.12  -0.053
H: 0.99 -1.54 -4.39  0.036
N: -2.00 3.37 0.33  -0.087
N: -1.06 -4.30 -5.34  0.117
H: -1.70 8.26 3.96  0.086
H: -1.95 -4.14 -5.77  0.105
H: -0.39 7.88 2.84  0.073
H: -1.66 6.15 5.14  0.095
H: -0.90 -3.86 -4.44  0.033
C: 1.88 -1.50 0.80  -0.203
H: 4.00 -3.82 -2.52  0.101
H: 0.32 4.25 -0.05  0.118
H: -3.93 5.27 3.21  0.066
H: 1.96 0.95 -1.34  0.083
H: -1.49 1.21 0.70  0.141
C: -1.69 -3.70 1.34  -0.300
N: -1.08 -7.66 -4.43  0.006
H: 0.37 5.81 -0.83  0.114
H: -3.84 6.58 2.08  0.081
C: 1.77 -1.04 3.22  -0.193
C: -1.91 6.29 2.97  -0.484
N: -2.17 1.83 -1.26  -0.015
C: 3.30 -3.03 -2.88  -0.058
H: -3.02 4.04 2.08  0.109
C: 2.96 5.09 1.28  -0.060
H: 4.84 5.97 -1.93  0.103
H: -0.04 -6.37 2.41  0.086
C: 0.06 5.66 1.43  -0.124
C: -2.04 4.05 1.62  -0.050
N: -0.96 -5.67 -5.15  -0.121
H: -2.16 -6.51 3.17  0.107
C: -0.38 -1.15 4.33  -0.036
C: -1.51 5.54 1.56  -0.446
N: 1.26 -1.25 -0.43  0.152
H: -2.04 8.30 2.16  0.101
O: -2.19 6.24 0.59  -0.037
N: 1.79 -0.69 -2.65  -0.125
H: 2.71 -4.57 -0.76  0.114
C: 1.71 0.77 -2.38  -0.046
N: -0.40 -7.75 -5.63  0.111
C: 3.86 -1.25 2.02  -0.057
H: -3.33 -5.23 2.73  0.080
C: -0.37 -6.50 -6.07  -0.318
C: 0.67 5.31 0.08  -0.141
C: -1.81 2.03 0.00  -0.129
Hg: -1.83 -0.91 -2.65  0.352
C: -3.85 -4.49 0.38  -0.063
C: -3.41 -2.04 0.75  -0.051
C: -3.46 6.25 3.05  -0.068
C: 4.32 5.33 1.38  -0.117
C: -0.11 -5.45 1.88  -0.030
H: -3.85 6.88 3.92  0.111
C: 3.30 -1.61 0.87  0.000
H: -2.01 -2.04 3.25  0.123
H: 0.55 4.99 2.19  0.102
S: -1.79 -5.82 -2.50  0.492
H: 1.09 -4.47 -1.57  0.066
H: -2.21 5.61 -0.22  0.087
H: 2.70 -1.46 -4.49  0.075
C: 2.94 5.68 -1.05  -0.048
H: -0.22 5.48 4.20  0.075
N: 2.29 -2.82 -1.86  -0.136
H: 1.73 0.02 -4.62  0.087
C: 0.34 -6.10 -7.32  -0.008
H: 2.36 4.84 2.20  0.115
H: -0.06 -6.66 -8.13  0.069
C: -2.30 -5.41 3.06  -0.012
C: -0.22 -2.02 2.07  -0.214
C: 4.28 5.85 -1.01  -0.098
H: -3.05 3.23 -2.70  0.124

Values from the calculation:
* net charge: +1
* F_max: 3.38 eV Å⁻¹
* 2S+1: 2
* lowest unoccupied orbital energy (spin up / spin down): -2.4 / -4.8 eV
* HOMO-LUMO gap (spin up / spin down): 0.2815 / 0.1955 Eh
* HOMO (spin up / spin down): -10.105 / -10.104 eV